ORCA calculation (ωB97M-V/def2-TZVPD) on C4H7NO in the gas phase.

Frontier orbital gap, eV: 10.64
Energy, eV: -7797.518
Relative energy (zero: lowest compared OMol25 entry of this formula, charge and spin), eV: 2.1261
SMILES: C1OC[C@H]2N[C@@H]12

CARTESIAN COORDINATES (ANGSTROEM)
C1 0.45198 1.19063 0.37743
O1 -0.74181 1.13214 -0.38593
C2 -1.30756 -0.16109 -0.18193
C3 -0.10788 -1.06789 0.03856
N1 0.93012 -0.93494 -0.97770
C4 1.05308 -0.18875 0.26399
H1 0.22744 1.36471 1.44393
H2 1.06657 2.00716 -0.00272
H3 -1.98503 -0.18001 0.68449
H4 -1.89358 -0.39050 -1.08218
H5 -0.16121 -1.96776 0.63671
H6 0.58576 -0.31871 -1.71418
H7 1.88210 -0.48498 0.89952

Atomic forces in eV per Å
0.2 0.1 0.0
-0.1 0.1 0.0
0.0 -0.2 0.1
-0.1 -0.1 0.2
0.1 0.1 -0.2
0.0 0.1 0.4
0.1 0.1 -0.2
-0.1 0.0 -0.1
0.1 0.1 0.0
0.2 -0.1 0.2
-0.3 -0.3 -0.5
0.0 -0.1 0.0
-0.2 0.1 0.0